1.
Density functional theory data (the ωB97M-V functional and the def2-TZVPD basis) for a molecular structure, C30H33AlBrClF5KNNaO7P.

CARTESIAN COORDINATES (ANGSTROEM)
C (-3.98735, -4.59580, 1.04866)
P (-2.83248, -4.72660, -0.43648)
C (-3.99678, -5.26755, -1.80235)
C (-2.30325, -2.97053, -0.71569)
C (-1.27680, -2.41660, -0.06222)
C (-0.39320, -3.10559, 0.98295)
O (0.09535, -4.38551, 0.59916)
O (-0.36217, -5.32286, 1.53174)
C (-1.02158, -0.93921, -0.39134)
O (0.07728, -0.49847, -0.53395)
C (-2.29652, -0.09850, -0.56128)
C (-2.39976, 1.31335, 0.03614)
C (-1.17585, 1.75444, 0.89408)
C (-1.03901, 1.02322, 2.22495)
F (-1.36936, 1.77510, 3.26355)
F (-1.75194, -0.09005, 2.33878)
F (0.33755, 0.70478, 2.39203)
C (-3.31404, -0.64375, -1.20753)
C (-3.07949, -2.07674, -1.70714)
O (-3.47933, -2.45363, -2.75986)
H (-3.38605, -4.42987, 1.95873)
H (-4.63060, -5.48368, 1.11626)
H (-4.57861, -3.66882, 0.90370)
H (-4.33519, -6.29550, -1.58304)
H (-4.89300, -4.61994, -1.83219)
H (-3.47648, -5.28756, -2.77294)
H (0.43585, -2.41530, 1.24764)
H (-0.98089, -3.21413, 1.91513)
H (0.39397, -5.54145, 2.11264)
H (-2.62540, 2.06179, -0.74336)
H (-3.27685, 1.31170, 0.71365)
H (-0.26933, 1.73474, 0.27069)
H (-1.33174, 2.82228, 1.14288)
H (-4.25772, -0.11538, -1.37583)
C (-0.23185, 8.34782, 2.04985)
C (-0.86074, 7.09705, 2.09167)
C (-1.22993, 6.45670, 0.90538)
C (-0.97899, 7.05925, -0.31237)
C (-0.36680, 8.32008, -0.35252)
C (0.01456, 8.95636, 0.83543)
C (-0.13802, 8.99546, -1.63889)
O (0.40603, 10.09861, -1.66337)
C (-0.57403, 8.33905, -2.88960)
C (-0.41375, 8.99672, -4.10562)
C (-0.80721, 8.38198, -5.28280)
C (-1.35406, 7.10338, -5.25248)
C (-1.52092, 6.44487, -4.04308)
C (-1.14154, 7.06191, -2.85924)
C (-1.35646, 6.36250, -1.56588)
O (-1.83471, 5.24725, -1.53083)
H (0.05655, 8.84008, 2.96892)
H (-1.06442, 6.61778, 3.05394)
H (-1.71465, 5.49079, 0.94771)
H (0.49582, 9.92751, 0.80569)
H (0.01402, 9.99037, -4.13533)
H (-0.68667, 8.89757, -6.22701)
H (-1.65463, 6.62152, -6.17422)
H (-1.95106, 5.45218, -4.02292)
C (3.00420, -8.66429, 1.00798)
C (3.34438, -7.20512, 0.72395)
C (4.86040, -6.93374, 0.67187)
O (5.47776, -6.87065, 1.95635)
C (5.81470, -8.14846, 2.52233)
N (2.67279, -6.36086, 1.70819)
H (3.17143, -8.93610, 2.04867)
H (1.95170, -8.84987, 0.79505)
H (3.59415, -9.33936, 0.37988)
H (2.93410, -6.96238, -0.26676)
H (5.01296, -5.94000, 0.21620)
H (5.38374, -7.65651, 0.02228)
H (6.11330, -8.86176, 1.77519)
H (4.97257, -8.53483, 3.10192)
H (6.65515, -7.99348, 3.20939)
H (2.82522, -5.38378, 1.46336)
H (3.16558, -6.46956, 2.59286)
Na (5.38666, -7.54250, -1.75770)
Br (7.89719, -8.21452, 0.63400)
Al (1.41358, 12.02940, -1.80115)
F (-2.63319, 6.90813, 3.56331)
Cl (1.54789, 0.63890, 4.03872)
F (-0.16501, 12.70972, 0.45299)
K (7.09404, -6.10021, 1.05900)

The total charge is +1. Its lowest unoccupied orbital energy is -7.7 eV. As for the HOMO energy: -0.3462 Ha. The orbital gap comes out at 1.747 eV. The value obtained for the molar mass is 849.98 g/mol.

Löwdin population analysis, charges in e, atoms 1 to 8:
1. C -0.2621
2. P 0.9512
3. C -0.3040
4. C -0.2356
5. C -0.1190
6. C -0.1522
7. O -0.1897
8. O -0.0850

***

2.
Density functional theory data (the ωB97M-V functional and the def2-TZVPD basis) for a molecular structure, C30H33CdN3O3SSe.

CARTESIAN COORDINATES (ANGSTROEM)
Cd (-0.41828, -0.28740, -0.59537)
C (-1.55304, -1.02001, 2.53987)
O (-0.64601, -1.41738, 1.51699)
C (0.62261, -1.83785, 2.03691)
C (1.27133, -2.78139, 1.05164)
O (1.29286, -2.20295, -0.23924)
C (1.45286, -3.13378, -1.29991)
C (0.41396, -4.24889, -1.29279)
O (-0.83853, -3.68626, -0.99811)
C (-1.81519, -4.65308, -0.67537)
H (-1.79722, -1.87916, 3.16999)
H (-2.45959, -0.66983, 2.05236)
H (-1.12559, -0.22280, 3.15014)
H (0.45896, -2.38806, 2.96836)
H (1.24318, -0.96558, 2.24567)
H (0.71417, -3.71930, 1.04412)
H (2.29438, -2.98566, 1.39211)
H (2.45436, -3.57911, -1.27944)
H (1.35849, -2.54035, -2.20812)
H (0.66058, -5.02651, -0.55795)
H (0.42341, -4.72908, -2.28031)
H (-2.02179, -5.31178, -1.52606)
H (-2.72569, -4.12290, -0.40375)
H (-1.48779, -5.26946, 0.17182)
S (-2.71192, 3.87153, 1.70515)
C (-2.79749, 2.47248, 0.68112)
N (-1.89944, 2.36903, -0.23316)
C (-1.04700, 3.46574, -0.19904)
C (0.02748, 3.67474, -1.06279)
C (0.80037, 4.80158, -0.89130)
C (0.51925, 5.72398, 0.12638)
C (-0.54555, 5.53703, 0.98456)
C (-1.32675, 4.39733, 0.80767)
H (-3.58429, 1.74319, 0.82820)
H (0.24374, 2.95269, -1.83877)
H (1.64340, 4.97121, -1.54781)
H (1.14563, 6.59882, 0.24134)
H (-0.76266, 6.25027, 1.76816)
C (3.91269, 1.82871, -3.27799)
C (2.97600, 0.81092, -3.38301)
C (2.14724, 0.49715, -2.31844)
C (2.20660, 1.19502, -1.10198)
C (3.15037, 2.23562, -1.02010)
C (3.98469, 2.53516, -2.08348)
N (1.30171, 0.91609, -0.09143)
C (1.59406, 1.24042, 1.22541)
C (2.87979, 1.11425, 1.78077)
C (3.10401, 1.34857, 3.12713)
C (2.06440, 1.71663, 3.97515)
C (0.79032, 1.84940, 3.44186)
C (0.56185, 1.61971, 2.09376)
H (4.56402, 2.07059, -4.10679)
H (2.88701, 0.24716, -4.30391)
H (1.42993, -0.30955, -2.43670)
H (3.20656, 2.82900, -0.11690)
H (4.69523, 3.34703, -1.97961)
H (3.69889, 0.80625, 1.14316)
H (4.10587, 1.23232, 3.52307)
H (2.24862, 1.90136, 5.02499)
H (-0.03660, 2.14698, 4.07718)
H (-0.43621, 1.72762, 1.68825)
Se (-1.83841, -0.54470, -2.63567)
C (-3.20974, -1.63907, -1.88808)
C (-3.82619, -2.62201, -2.65584)
C (-4.84187, -3.38248, -2.09677)
N (-5.27628, -3.24799, -0.84398)
C (-4.68891, -2.29888, -0.11523)
C (-3.67598, -1.48049, -0.58603)
H (-3.51305, -2.79677, -3.67666)
H (-5.32738, -4.15308, -2.68644)
H (-5.05452, -2.18527, 0.90078)
H (-3.26192, -0.70671, 0.05027)

As for the energy relative to the best compared isomer or geometry (same formula, charge and spin): 17.62 kcal/mol. Its lowest unoccupied orbital energy is 0.4 eV. As for the HOMO energy: -0.2496 Ha. The orbital gap comes out at 7.187 eV. The value obtained for the molar mass is 707.05 g/mol.

Löwdin population analysis, charges in e, atoms 1 to 8:
1. Cd 1.2655
2. C -0.0749
3. O -0.2877
4. C -0.1644
5. C -0.1714
6. O -0.2179
7. C -0.1666
8. C -0.2219

***

3.
Density functional theory data (the ωB97M-V functional and the def2-TZVPD basis) for 12 unconnected molecules or ions with the total composition C30H33Cl33O5Si.

CARTESIAN COORDINATES (ANGSTROEM)
C (5.84353, -4.36716, 1.20438)
Si (6.55886, -2.60023, 1.51471)
C (6.26446, -2.28130, 3.38328)
C (8.39061, -2.68831, 1.02867)
C (5.51223, -1.37837, 0.47575)
C (5.57247, -0.01476, 0.63766)
C (6.47343, 0.74228, 1.65477)
C (7.99163, 0.82350, 1.22637)
O (8.38224, 0.95189, 0.09818)
C (4.63031, 0.88523, -0.24218)
O (4.97093, 1.94348, -0.70246)
C (3.21847, 0.25453, -0.50306)
C (1.99467, 1.03209, -0.53341)
C (0.72142, 0.30895, -0.74479)
C (-0.58022, 1.20046, -0.71667)
C (-1.75408, 0.29349, -0.16068)
C (-1.45601, -0.07824, 1.36127)
C (-1.48014, -1.61441, 1.61731)
O (-2.51554, -2.20993, 1.45620)
O (-0.37516, -2.34665, 2.06304)
C (0.68269, -1.14528, -0.95604)
C (1.92337, -1.93376, -0.92803)
C (3.15440, -1.20983, -0.69002)
C (4.52385, -1.96820, -0.59330)
O (4.79202, -2.89922, -1.31152)
H (4.74727, -4.27550, 1.00518)
H (6.41044, -4.76711, 0.31665)
H (6.08984, -5.00770, 2.08635)
H (5.51446, -1.45174, 3.50479)
H (7.18234, -1.95569, 3.93416)
H (5.77189, -3.18083, 3.85045)
H (8.97085, -1.74086, 1.16515)
H (8.41813, -2.90843, -0.07925)
H (8.93378, -3.48002, 1.61622)
H (6.39049, 0.38894, 2.71675)
H (6.11845, 1.81666, 1.67558)
H (8.73457, 0.74774, 2.08598)
H (2.00851, 2.13310, -0.37692)
H (-0.81080, 1.68246, -1.69616)
H (-0.39645, 1.97289, 0.08443)
H (-1.92129, -0.61298, -0.79208)
H (-2.70145, 0.89811, -0.19377)
H (-2.31900, 0.34941, 1.94591)
H (-0.53728, 0.42962, 1.75390)
H (0.09191, -2.78310, 1.32709)
H (-0.26888, -1.69365, -1.12396)
H (1.97127, -3.03774, -1.05200)
C (-0.65757, -5.38548, 3.46734)
Cl (-1.96971, -6.56229, 3.32567)
Cl (-0.21086, -5.15412, 5.16194)
Cl (0.74587, -5.90059, 2.52045)
H (-1.00581, -4.43511, 3.07259)
C (-5.12206, 2.60944, -1.16956)
Cl (-3.83398, 2.21078, -2.31188)
Cl (-5.06607, 1.53504, 0.23610)
Cl (-5.00101, 4.29757, -0.66313)
H (-6.07610, 2.46958, -1.66949)
C (6.15922, -3.85018, -4.32464)
Cl (6.50233, -5.58316, -4.30937)
Cl (7.28493, -2.98265, -3.28180)
Cl (6.22330, -3.21788, -5.97696)
H (5.15478, -3.69803, -3.93835)
C (3.57419, 1.84423, 4.38310)
Cl (2.33802, 1.41721, 5.56898)
Cl (4.90887, 0.68391, 4.42809)
Cl (2.87973, 1.92078, 2.75835)
H (3.96518, 2.82492, 4.63486)
C (-1.25564, -6.08457, -1.33851)
Cl (-1.81900, -4.75277, -0.32098)
Cl (0.50440, -6.03502, -1.50967)
Cl (-1.77183, -7.63713, -0.67151)
H (-1.69727, -5.97238, -2.32347)
C (-3.28321, 2.84554, -6.20383)
Cl (-1.67943, 3.08609, -5.49994)
Cl (-4.07383, 1.44071, -5.48038)
Cl (-4.27627, 4.29272, -5.99708)
H (-3.16522, 2.66139, -7.26669)
C (-8.92700, -0.37673, 0.47351)
Cl (-9.75513, -1.33105, -0.76180)
Cl (-8.57108, 1.24640, -0.12841)
Cl (-9.89673, -0.29154, 1.94801)
H (-7.98763, -0.86665, 0.71035)
C (-9.81787, 5.36293, -0.00656)
Cl (-10.29777, 6.73011, 1.01010)
Cl (-8.06004, 5.31870, -0.19479)
Cl (-10.40949, 3.84557, 0.67404)
H (-10.26437, 5.49349, -0.98723)
C (2.64265, -3.15210, -5.40268)
Cl (2.39268, -4.88481, -5.64706)
Cl (1.77249, -2.21898, -6.62549)
Cl (2.13729, -2.67290, -3.77628)
H (3.70250, -2.94329, -5.50710)
C (-9.12032, 6.81889, 4.80443)
Cl (-9.59860, 8.18346, 5.82131)
Cl (-7.36438, 6.77196, 4.61100)
Cl (-9.71256, 5.29895, 5.48353)
H (-9.56769, 6.95117, 3.82339)
C (-6.64068, 9.02497, -1.77231)
Cl (-7.86076, 8.54953, -0.58658)
Cl (-5.30547, 7.86567, -1.78979)
Cl (-7.35900, 9.16897, -3.38076)
H (-6.24648, 9.99492, -1.48695)

Its lowest unoccupied orbital energy is -1.0 eV. Its structure (SMILES) is C[Si](C)(C)C1=C(CC=O)C(=O)c2cc(CCCC(=O)O)ccc2C1=O.ClC(Cl)Cl.ClC(Cl)Cl.ClC(Cl)Cl.ClC(Cl)Cl.ClC(Cl)Cl.ClC(Cl)Cl.ClC(Cl)Cl.ClC(Cl)Cl.ClC(Cl)Cl.ClC(Cl)Cl.ClC(Cl)Cl. As for the HOMO energy: -0.3480 Ha. The orbital gap comes out at 8.510 eV. The value obtained for the molar mass is 1671.62 g/mol.

Löwdin population analysis, charges in e, atoms 1 to 8:
1. C -0.1850
2. Si 0.5802
3. C -0.1964
4. C -0.1774
5. C -0.0809
6. C -0.1167
7. C -0.1309
8. C -0.2536